1.
{
  "formula": "C2H3BrN4",
  "method": "the ωB97M-V functional and the def2-TZVPD basis",
  "e_homo_ev": -9.387,
  "e_lumo_ev": -1.606,
  "charge": 0,
  "spin_multiplicity": 1,
  "symbols": ["C", "C", "N", "N", "N", "N", "Br", "H", "H", "H"],
  "coordinates": [[0.24573, -0.30275, 1.88308], [-0.68419, 0.97133, -1.08022], [0.73624, -1.25376, 1.00733], [-0.29963, 0.66447, 1.31746], [0.42999, -0.81776, -0.19332], [-0.22129, 0.35149, 0.00496], [-1.36701, 2.61558, -0.82491], [0.39718, -0.39117, 2.97140], [0.05267, -0.81824, -2.28965], [0.71032, -1.01920, -2.79612]],
  "forces_ev_per_angstrom": [[1.7, -2.2, 2.1], [0.1, -0.5, -1.2], [-0.3, 0.5, -2.4], [-1.6, 2.7, -0.8], [0.6, -1.4, 3.3], [0.1, 0.1, 0.3], [-0.4, 0.9, 0.5], [-0.2, 0.0, -0.8], [2.4, -0.8, -2.4], [-2.3, 0.5, 1.4]],
  "nbo_charge": [0.148, 0.054, -0.210, -0.240, 0.062, -0.198, 0.184, 0.222, 0.009, -0.031]
}

2.
{
  "formula": "C22H33ORe",
  "method": "the ωB97M-V functional and the def2-TZVPD basis",
  "e_homo_ev": [-8.008, -11.191],
  "e_lumo_ev": [-2.532, -4.236],
  "s_squared": 3.7742,
  "charge": 1,
  "spin_multiplicity": 4,
  "symbols": ["C", "C", "C", "C", "C", "Re", "C", "C", "H", "C", "H", "H", "C", "H", "H", "H", "C", "H", "H", "H", "C", "H", "H", "H", "C", "H", "H", "H", "C", "H", "H", "H", "C", "H", "H", "H", "C", "H", "H", "H", "C", "C", "C", "C", "H", "C", "H", "C", "H", "H", "H", "C", "O", "H", "H", "H", "H"],
  "coordinates": [[1.00706, -2.09745, 1.05345], [1.90116, -1.29115, 0.25535], [1.33746, -1.18015, -1.05925], [0.08956, -1.90305, -1.08555], [-0.10174, -2.48415, 0.21295], [-0.08564, -0.10025, 0.58855], [-2.38964, 1.09495, 0.20955], [-2.08914, 0.72905, 1.52635], [-1.85954, 1.53345, 2.23515], [-1.83814, -0.63725, 1.90715], [-2.47394, -1.41355, 1.46335], [-1.59714, -0.82065, 2.96115], [-2.52654, 2.56005, -0.13035], [-1.92804, 3.18765, 0.54865], [-2.19784, 2.76615, -1.16235], [-3.59044, 2.86145, -0.04855], [-3.05594, 0.14365, -0.76445], [-2.92974, -0.91545, -0.49035], [-4.14404, 0.35975, -0.79235], [-2.67884, 0.28575, -1.79105], [3.23276, -0.74255, 0.68745], [3.23126, -0.47515, 1.75575], [4.03336, -1.48795, 0.52045], [3.48696, 0.16465, 0.11605], [2.04696, -0.59225, -2.24455], [2.56576, 0.34395, -1.98595], [2.79946, -1.31755, -2.60945], [1.35516, -0.37185, -3.07005], [-0.74644, -2.17235, -2.30595], [-0.74464, -1.31535, -2.99885], [-0.35414, -3.04565, -2.86215], [-1.79354, -2.39275, -2.04295], [-1.17234, -3.47495, 0.57105], [-2.13134, -3.24375, 0.07755], [-0.86904, -4.48705, 0.24185], [-1.34604, -3.51385, 1.65755], [1.25316, -2.53715, 2.47105], [0.30806, -2.77605, 2.98495], [1.89156, -3.44085, 2.49785], [1.75866, -1.74745, 3.05005], [0.31056, 1.55725, -0.81035], [0.97166, 2.72655, -0.35925], [0.02176, 1.50415, -2.19565], [1.31986, 3.76965, -1.23435], [1.22146, 2.83285, 0.70195], [0.36266, 2.53815, -3.07975], [-0.48474, 0.62255, -2.60875], [1.01806, 3.68215, -2.60035], [1.82946, 4.65765, -0.84175], [0.11806, 2.44915, -4.14505], [1.28906, 4.49455, -3.28375], [0.85326, 0.60195, 3.27145], [0.69596, 1.14055, 1.98245], [1.93176, 0.45045, 3.47495], [0.29306, -0.31025, 3.43165], [0.49256, 1.31165, 4.05295], [0.10086, 1.91815, 2.09475]],
  "forces_ev_per_angstrom": [[-0.3, -1.3, -0.7], [-0.8, 0.3, 0.2], [-0.2, -0.7, -0.2], [0.6, 1.0, 0.3], [0.9, -0.6, 1.0], [0.0, 1.0, -3.4], [-0.8, 0.4, 0.7], [0.2, -0.3, -1.2], [-0.1, -0.1, -0.2], [-0.6, -0.6, 0.8], [0.2, 0.4, 0.3], [-0.3, 0.0, -0.4], [-0.1, 0.1, -0.1], [-0.2, -0.2, -0.2], [-0.1, -0.1, 0.4], [0.5, -0.1, 0.0], [0.2, -0.1, -0.1], [-0.1, 0.4, -0.1], [0.5, -0.1, 0.1], [-0.1, 0.0, 0.4], [0.1, 0.2, 0.0], [0.1, -0.2, -0.4], [-0.4, 0.3, 0.1], [-0.1, -0.3, 0.2], [0.2, 0.0, -0.1], [-0.2, -0.4, -0.1], [-0.3, 0.3, 0.2], [0.4, -0.2, 0.3], [-0.2, 0.0, -0.2], [0.0, -0.4, 0.2], [-0.1, 0.4, 0.3], [0.4, 0.1, -0.1], [-0.1, -0.1, 0.0], [0.4, -0.1, 0.2], [-0.1, 0.4, 0.1], [0.1, 0.0, -0.4], [0.1, -0.2, 0.1], [0.3, 0.1, -0.2], [-0.3, 0.4, 0.0], [-0.1, -0.5, -0.2], [0.4, 0.0, -0.1], [-0.2, -0.2, -0.3], [-0.2, 0.2, 0.2], [-0.2, -0.2, -0.1], [0.1, 0.2, -0.6], [0.0, 0.1, 0.4], [0.1, 0.5, 0.2], [-0.1, -0.2, 0.2], [-0.2, -0.4, -0.2], [0.1, 0.0, 0.5], [-0.1, -0.4, 0.3], [1.0, 0.2, 3.1], [-0.6, 1.8, 0.6], [-0.6, 0.0, -0.3], [0.1, -0.1, -0.3], [0.3, -0.3, -0.7], [0.6, -0.4, -0.6]],
  "lowdin_spin": [0.085, -0.007, 0.029, 0.032, 0.091, 2.213, 0.095, 0.007, 0.001, 0.168, 0.016, 0.019, 0.009, 0.000, 0.002, 0.005, 0.030, 0.003, 0.009, 0.002, 0.002, 0.000, -0.001, 0.000, 0.002, 0.000, 0.001, 0.000, 0.009, 0.001, 0.003, 0.000, 0.008, 0.001, 0.003, 0.000, 0.015, 0.001, 0.004, 0.001, -0.002, 0.017, 0.013, -0.002, 0.000, -0.003, 0.001, 0.011, 0.000, 0.000, 0.001, 0.017, 0.075, 0.000, 0.003, 0.002, 0.009]
}

Energy relative to the best compared isomer or geometry (same formula, charge and spin) values, unit kJ/mol, following the record order: 413.4; 4.7.